DFT (ωB97M-V/def2-TZVPD) results for a 2-piece molecular cluster, C2H10OSi2 overall.

Output
- Frontier orbital gap (alpha / beta): 6.6 / 7.1 eV
- DFT total energy: -20036.084 eV
- Energy relative to the best compared isomer or geometry (same formula, charge and spin): 258.15 kJ/mol
- LUMO level (alpha / beta): -0.33 / -0.08 eV

Element x y z (Å)
C1 -0.736 -1.747 0.258
C2 -1.657 1.170 -1.218
O1 0.544 -0.746 -2.085
Si1 2.320 1.791 1.599
Si2 -0.225 -0.178 -0.759
H1 -1.736 -2.300 0.012
H2 -0.015 -2.538 0.023
H3 -0.804 -1.521 1.271
H4 -1.609 1.690 -2.107
H5 -2.654 0.745 -1.149
H6 -1.441 1.929 -0.474
H7 0.491 -0.372 -3.024
H8 2.072 0.690 2.469
H9 3.602 1.660 0.861
H10 1.927 3.205 1.935

Cartesian forces, eV/Å:
-1.5875 -0.9724 -2.7716
1.2331 -2.0192 2.3171
0.2046 0.3002 -2.6847
-0.4806 0.4961 -1.7700
-1.2533 0.8916 0.2515
1.3972 1.4238 0.0264
0.2924 0.3710 0.4010
0.2545 0.2668 1.8991
0.5668 0.7165 -2.3317
-0.1155 -0.0068 0.3949
-0.5602 0.0927 0.4550
0.0190 -0.6452 2.4271
-0.0669 -0.4092 0.9586
-0.1314 0.1528 0.2707
0.2280 -0.6587 0.1566

***

DFT (ωB97M-V/def2-TZVPD) results for C2H10OTa as an isolated structure.

Output
- Frontier orbital gap: 8.4 eV
- DFT total energy: -5831.253 eV
- Total charge: -1
- Energy relative to the best compared isomer or geometry (same formula, charge and spin): 0.00 kJ/mol
- LUMO level: 3.63 eV

Element x y z (Å)
C1 1.875 -0.356 0.134
C2 1.064 0.912 0.325
O1 -0.168 0.695 0.981
Ta1 -1.675 -0.214 -0.150
H1 2.595 -0.468 0.936
H2 2.424 -0.324 -0.799
H3 1.242 -1.231 0.145
H4 1.658 1.591 0.938
H5 0.904 1.428 -0.617
H6 -1.154 -1.885 0.522
H7 -2.922 0.088 1.212
H8 -2.261 1.366 -0.921
H9 -0.608 -0.423 -1.656
H10 -2.974 -1.180 -1.050

Cartesian forces, eV/Å:
0.2262 0.0460 0.0900
0.1125 0.3488 0.4962
-1.4811 -1.2435 -1.6840
1.8347 1.0704 2.6694
0.1756 -0.1039 0.2618
0.1258 -0.0613 -0.2840
-0.2447 -0.2099 -0.1538
0.0546 0.2639 0.1546
-0.0516 -0.0115 -0.3418
-0.2528 -0.1791 -0.3344
-0.2717 0.0238 -0.3384
-0.2541 -0.1310 -0.3533
-0.2156 0.0867 -0.2729
0.2422 0.1007 0.0905

***

DFT (ωB97M-V/def2-TZVPD) results for a 2-piece molecular cluster, C2H10P2Si overall.

Output
- Frontier orbital gap: 9.0 eV
- DFT total energy: -28687.848 eV
- Energy relative to the best compared isomer or geometry (same formula, charge and spin): 157.29 kJ/mol
- LUMO level: 0.41 eV

Element x y z (Å)
C1 -1.583 -1.632 -1.105
C2 1.097 -0.078 0.770
Si1 -1.396 -0.284 0.313
P1 1.777 1.539 0.939
P2 1.544 -0.807 -0.853
H1 -1.633 -1.255 -2.190
H2 -1.014 -2.494 -1.123
H3 -2.701 -1.882 -1.009
H4 1.270 -0.748 1.570
H5 -1.585 1.014 -0.270
H6 -1.778 -0.459 1.768
H7 1.113 2.046 2.101
H8 3.014 1.266 1.610
H9 2.904 -0.251 -0.734
H10 1.140 0.339 -1.510

Cartesian forces, eV/Å:
-3.6842 2.6735 -0.5541
-3.4355 -1.1859 -1.3282
3.9926 -0.8360 0.0813
0.0663 1.7016 0.2317
1.7199 0.2721 0.9316
0.6484 0.1536 1.7337
1.1428 -1.6902 0.4850
1.3603 -0.2305 0.1505
0.0098 -0.7802 0.8174
-0.5513 0.6828 -0.0700
-0.3890 -0.1870 -0.9748
0.2072 -0.2267 -0.0532
-0.3167 -0.1268 -0.0606
-0.5069 -0.6976 -0.6327
-0.2637 0.4772 -0.7576

***

DFT (ωB97M-V/def2-TZVPD) results for a 5-piece molecular cluster, C2H11Cl4N2O overall.

Output
- Frontier orbital gap: 3.6 eV
- DFT total energy: -57355.812 eV
- Total charge: +1
- Energy relative to the best compared isomer or geometry (same formula, charge and spin): 540.96 kJ/mol
- LUMO level: -9.29 eV

Element x y z (Å)
N1 8.432 3.980 6.238
H1 8.533 3.182 5.611
H2 8.999 3.864 7.043
H3 7.521 4.134 6.533
H4 8.927 5.148 4.536
N2 6.277 8.756 7.888
H5 7.086 9.240 8.383
H6 6.489 9.049 6.969
H7 6.659 7.786 7.829
H8 7.330 7.588 6.759
C1 9.053 6.601 3.268
O1 9.693 5.607 4.021
H9 8.746 7.388 3.934
H10 9.762 7.225 2.767
H11 8.262 6.285 2.619
C2 4.120 8.180 4.953
Cl1 5.609 8.994 4.193
Cl2 3.213 7.619 3.543
Cl3 4.478 6.932 6.095
Cl4 3.253 9.494 5.749

Cartesian forces, eV/Å:
1.3916 0.2124 -1.4309
-0.2623 0.2224 0.4047
0.7220 -0.1832 0.5530
-2.0624 -0.1951 0.3937
2.2684 0.7375 -0.8253
3.7613 -0.5991 0.3858
-1.1134 -0.3027 0.0602
-1.1277 1.7556 -2.5017
-0.8281 -1.8587 0.9258
-0.7235 1.0804 0.8629
0.8821 0.5913 0.7366
-2.2408 -1.2182 0.7761
-1.3052 0.5585 0.9787
0.9174 -0.3526 -1.0648
-0.4528 -0.2983 -0.3415
-0.0001 1.8355 -1.6996
-0.1585 -0.8406 0.9808
-0.0155 -0.3428 0.6103
0.4547 -0.5770 0.0377
-0.1072 -0.2252 0.1575

***

DFT (ωB97M-V/def2-TZVPD) results for a 2-piece molecular cluster, C2H11N2 overall.

Output
- Frontier orbital gap: 12.0 eV
- DFT total energy: -5224.894 eV
- Total charge: +1
- Energy relative to the best compared isomer or geometry (same formula, charge and spin): 197.96 kJ/mol
- LUMO level: -3.31 eV

Element x y z (Å)
N1 1.780 0.904 1.134
H1 1.772 1.584 1.848
H2 0.222 0.657 0.250
H3 2.656 0.328 1.330
H4 1.873 1.570 0.279
C1 0.082 -1.513 -0.566
N2 -0.539 -0.052 0.065
C2 -1.684 0.449 -0.790
H5 -0.577 -1.849 -1.452
H6 0.002 -2.158 0.338
H7 1.098 -1.130 -0.792
H8 -0.800 -0.233 1.019
H9 -1.709 1.537 -0.539
H10 -1.096 0.327 -1.828
H11 -2.517 -0.209 -0.712

Cartesian forces, eV/Å:
1.3214 0.4001 -2.1300
-0.1695 0.7683 1.4470
-0.2400 -1.1258 -0.5068
-1.4235 1.1767 -0.9474
0.8069 -1.8087 1.6280
-1.1484 2.5029 1.2164
-0.0850 -1.9700 -1.0822
4.5384 0.9446 -1.8486
1.2207 0.7659 1.5863
0.4167 0.1311 -1.1144
-0.6202 -1.0944 -0.1570
-0.5208 -0.3779 0.4751
-1.0787 -1.0013 -0.4256
-2.2511 0.6366 1.7757
-0.7667 0.0519 0.0836

***

DFT (ωB97M-V/def2-TZVPD) results for a 2-piece molecular cluster, C2H11N2O overall.

Output
- Frontier orbital gap: 11.6 eV
- DFT total energy: -7273.737 eV
- Total charge: +1
- Energy relative to the best compared isomer or geometry (same formula, charge and spin): 51.94 kJ/mol
- LUMO level: -3.02 eV

Element x y z (Å)
C1 1.308 -0.886 1.518
N1 1.216 -0.901 0.029
H1 1.165 -1.895 1.882
H2 0.498 -0.307 1.912
H3 2.284 -0.538 1.852
H4 1.973 -1.466 -0.348
H5 0.276 -1.277 -0.173
H6 1.234 0.049 -0.363
N2 -0.431 1.471 -0.262
C2 -1.532 0.825 -0.913
O1 -1.287 -0.583 -1.005
H7 -0.650 1.800 0.674
H8 -0.055 2.286 -0.728
H9 -1.561 1.227 -1.905
H10 -2.510 1.089 -0.516
H11 -1.929 -0.894 -1.655

Cartesian forces, eV/Å:
0.5244 -0.3340 0.2030
0.0876 -0.2876 0.8391
0.0721 -0.2604 -0.0798
-0.2329 0.5672 0.1135
-0.1766 0.1841 -0.1083
-0.2047 -0.1081 -0.2718
0.2672 0.1757 -0.7624
-0.3011 -0.0140 0.1142
0.4353 0.1476 1.1005
0.2596 0.8935 -0.7749
-0.4749 0.3247 0.1469
-0.0952 -0.2452 -0.0273
-0.2285 -0.1701 -0.4306
0.0085 0.0610 -0.8596
-0.0379 -0.5066 0.6830
0.0970 -0.4275 0.1145

***

DFT (ωB97M-V/def2-TZVPD) results for a 2-piece molecular cluster, C2H11N2O overall.

Output
- Frontier orbital gap: 11.4 eV
- DFT total energy: -7273.669 eV
- Total charge: +1
- Energy relative to the best compared isomer or geometry (same formula, charge and spin): 58.55 kJ/mol
- LUMO level: -3.13 eV

Element x y z (Å)
C1 1.177 1.891 -0.018
N1 1.544 0.520 -0.485
H1 1.528 2.017 0.987
H2 1.541 2.579 -0.764
H3 0.102 1.937 0.007
H4 1.965 0.588 -1.415
H5 0.773 -0.163 -0.521
H6 2.306 0.122 0.066
N2 -1.111 -0.681 -0.997
C2 -1.326 -1.196 0.354
O1 -0.424 -0.576 1.259
H7 -1.037 -1.471 -1.618
H8 -1.866 -0.089 -1.295
H9 -2.367 -1.100 0.658
H10 -1.186 -2.273 0.332
H11 -0.770 -0.801 2.130

Cartesian forces, eV/Å:
-0.7040 -0.5837 -0.3052
1.5421 -0.2675 -0.4645
0.3966 0.3573 0.2250
0.2795 0.4328 0.2970
-0.3605 0.0473 -0.0366
-0.3945 -0.1198 -0.0615
-0.5661 0.3190 -0.0416
-0.2514 -0.0025 0.3011
0.6121 -0.3994 0.9551
-0.5717 -0.5129 -0.6811
-0.4634 -0.1035 -0.1521
-0.1061 0.0589 -0.3811
-0.1502 0.2153 -0.1777
-0.0704 0.5779 0.2485
0.4676 -0.2227 0.0379
0.3403 0.2031 0.2367

***

DFT (ωB97M-V/def2-TZVPD) results for a 3-piece molecular cluster, C2H11N2O2 overall.

Output
- Frontier orbital gap: 10.0 eV
- DFT total energy: -9320.464 eV
- Total charge: +1
- Energy relative to the best compared isomer or geometry (same formula, charge and spin): 177.73 kJ/mol
- LUMO level: -3.06 eV

Element x y z (Å)
C1 0.628 0.024 0.055
C2 1.929 -0.268 -0.095
N1 2.283 -1.592 0.054
N2 0.195 1.407 -0.388
H1 -0.274 -0.565 0.094
H2 2.656 0.521 -0.265
H3 3.199 -1.804 0.410
H4 1.519 -2.227 0.169
H5 0.455 2.165 0.246
H6 0.493 1.560 -1.346
H7 -0.825 1.343 -0.287
H8 -1.191 -0.544 -1.941
H9 -2.641 -0.620 -1.924
O1 -1.957 0.048 -1.929
H10 -2.880 0.586 2.409
H11 -1.817 -0.238 3.006
O2 -2.010 0.257 2.207

Cartesian forces, eV/Å:
0.0686 1.8564 -1.2198
-1.2170 -1.7830 1.0386
0.7822 1.6497 -0.5555
-0.4995 -0.7975 1.1132
0.4545 -0.6136 0.5456
0.2031 -0.3986 0.0075
-0.1162 -0.3342 -0.0577
0.1714 -0.4233 0.2902
0.4340 -0.0515 -0.1722
-0.3917 0.5139 -0.0588
-0.0850 0.3394 -0.7844
0.1770 0.2685 -0.2621
-0.8924 0.0582 -0.0196
0.8260 -0.3495 0.2958
-0.6651 0.3916 -0.1655
0.3888 -0.2245 0.1182
0.3613 -0.1020 -0.1136

***

DFT (ωB97M-V/def2-TZVPD) results for a 3-piece molecular cluster, C2H11N2O2 overall.

Output
- Frontier orbital gap: 11.2 eV
- DFT total energy: -9321.814 eV
- Total charge: +1
- Energy relative to the best compared isomer or geometry (same formula, charge and spin): 47.55 kJ/mol
- LUMO level: -3.21 eV

Element x y z (Å)
C1 2.188 -1.927 -1.751
N1 1.163 -1.240 -0.943
C2 0.305 -1.809 -0.147
N2 -0.527 -1.125 0.614
H1 2.396 -2.900 -1.336
H2 1.851 -2.008 -2.774
H3 3.061 -1.269 -1.752
H4 1.131 -0.226 -0.998
H5 0.231 -2.879 -0.138
H6 -0.830 -0.170 0.406
H7 -1.283 -1.679 1.006
H8 -0.765 3.622 2.566
H9 -2.207 3.447 3.163
O1 -1.685 3.463 2.349
H10 -0.497 2.101 -1.057
H11 -1.681 1.934 -0.081
O2 -1.015 1.441 -0.585

Cartesian forces, eV/Å:
-0.2452 0.8810 0.0555
0.1266 -0.0243 -0.0127
-0.1448 0.9557 -0.3709
-1.2310 -0.7994 0.0577
0.1730 -0.1546 0.1173
-0.1585 -0.1666 -0.2539
0.0838 -0.4273 0.1379
0.0455 -0.1584 0.0260
0.2931 -0.4090 0.2164
0.7552 0.1641 -0.1940
0.3303 0.0969 0.1848
-0.0236 0.1035 0.3888
0.4312 0.1103 -0.1425
-0.3938 -0.3020 -0.3576
-0.1352 0.1059 0.0519
0.2148 0.1083 -0.1028
-0.1212 -0.0840 0.1982

***

DFT (ωB97M-V/def2-TZVPD) results for a 3-piece molecular cluster, C2H11N2O2 overall.

Output
- Frontier orbital gap: 11.5 eV
- DFT total energy: -9321.698 eV
- Total charge: +1
- Energy relative to the best compared isomer or geometry (same formula, charge and spin): 58.68 kJ/mol
- LUMO level: -3.20 eV

Element x y z (Å)
C1 1.477 0.940 0.533
N1 -1.994 0.473 1.543
C2 -0.687 0.692 1.582
N2 0.094 0.431 0.563
H1 2.151 0.106 0.372
H2 1.523 1.731 -0.198
H3 1.663 1.479 1.466
H4 -2.382 -0.087 0.793
H5 -2.643 0.857 2.214
H6 -0.142 0.929 2.485
H7 -0.426 0.108 -0.261
H8 1.393 -2.617 -1.133
H9 2.636 -2.278 -1.929
O1 1.966 -1.877 -1.350
H10 -1.977 -0.312 -2.368
H11 -0.559 -0.098 -2.712
O2 -1.127 -0.115 -1.934

Cartesian forces, eV/Å:
-0.5321 -0.1487 0.3317
-0.0141 -0.1387 0.0950
0.7300 -0.9598 -0.7025
-1.1440 0.5111 0.9504
0.2335 0.2585 -0.1597
0.2395 -0.1459 -0.6819
0.0957 -0.5042 0.1253
-0.0301 0.4213 0.0191
0.3089 -0.2571 0.1774
-0.5985 0.8016 0.3165
0.8454 0.1594 -0.5075
-0.0872 -0.0810 0.0664
-0.2304 0.3125 0.2798
0.2552 -0.1657 -0.3131
0.1250 0.1022 0.5843
0.5414 0.0554 0.2256
-0.7382 -0.2206 -0.8070

***

DFT (ωB97M-V/def2-TZVPD) results for a 3-piece molecular cluster, C2H11N2O2 overall.

Output
- Frontier orbital gap: 9.5 eV
- DFT total energy: -9319.818 eV
- Total charge: +1
- Energy relative to the best compared isomer or geometry (same formula, charge and spin): 240.09 kJ/mol
- LUMO level: -3.06 eV

Element x y z (Å)
C1 -0.484 -0.821 -0.626
C2 -1.213 0.075 -1.366
N1 -1.626 -0.176 -2.628
N2 -0.301 -0.401 0.847
H1 -0.122 -1.724 -0.889
H2 -1.451 1.033 -0.955
H3 -2.009 0.574 -2.996
H4 -1.337 -0.947 -3.244
H5 -0.381 -1.378 1.383
H6 -1.212 0.182 1.181
H7 0.588 0.134 1.049
H8 1.520 2.417 0.019
H9 1.706 1.134 -0.747
O1 1.523 1.480 0.207
H10 0.990 -0.222 3.556
H11 2.216 -0.830 2.719
O2 1.373 -0.461 2.711

Cartesian forces, eV/Å:
-2.2041 5.4738 1.7725
1.8479 -3.2655 0.2797
1.9332 -3.2747 1.6614
-3.1044 -2.0176 0.1495
1.0656 -2.7988 -0.7100
-0.4063 0.3783 0.1201
-2.3276 3.8520 -2.9281
-0.1731 0.7107 0.9126
0.6625 3.1166 -0.9288
2.9486 -1.6515 -0.9836
-0.9959 -0.6226 0.0414
-0.0024 0.6673 0.4247
-0.4116 0.5344 2.5146
0.6193 -1.0367 -3.0378
0.7921 -0.2215 0.4272
2.1629 -0.7634 0.9034
-2.4067 0.9192 -0.6187

***

DFT (ωB97M-V/def2-TZVPD) results for an isolated ion of composition C2H11N2Si and charge +1.

Output
- Frontier orbital gap: 10.3 eV
- DFT total energy: -13102.379 eV
- Total charge: +1
- SMILES: C[C@H]([NH3+])N[SiH3]
- Energy relative to the best compared isomer or geometry (same formula, charge and spin): 68.13 kJ/mol
- LUMO level: -3.53 eV

Element x y z (Å)
C1 -1.796 1.084 0.402
C2 -0.614 0.351 -0.343
N1 -0.821 -1.174 -0.617
N2 0.786 0.463 0.425
Si1 2.307 -0.223 0.102
H1 -2.577 0.372 0.865
H2 -2.077 1.858 -0.220
H3 -1.240 1.522 1.192
H4 -0.363 0.862 -1.257
H5 0.167 -1.606 -0.786
H6 -0.997 -1.641 0.262
H7 -1.462 -1.369 -1.365
H8 0.650 0.962 1.307
H9 2.532 -0.833 1.368
H10 3.475 0.699 -0.389
H11 2.029 -1.329 -0.946

Cartesian forces, eV/Å:
1.6008 -3.7964 0.9722
2.8009 0.3385 1.5961
3.3570 0.6926 0.7614
-4.6008 0.4701 -0.5231
1.3795 -0.0459 -1.5136
1.0285 1.3733 -1.1158
-1.4793 1.3332 -1.2070
-0.0941 0.6280 1.1534
-0.5413 -0.4893 -0.7836
-1.6885 1.0639 -0.5608
-1.0837 -0.0716 0.3446
-0.5091 -0.3737 -0.3022
0.1209 -0.3991 -0.4712
0.8224 -0.5333 0.7739
-1.2314 -0.8490 0.3797
0.1183 0.6586 0.4958

***

Which value of energy relative to the best compared isomer or geometry (same formula, charge and spin) does entry 8 give?
177.73 kJ/mol